# 1
A molecular structure, C43H59FN4OPRbS2Si4. Source: the Open Molecules 2025 dataset; level of theory: wB97M-V/def2-TZVPD.

## Properties
energy relative to the best compared isomer or geometry (same formula, charge and spin): 0.735 eV
net charge: -2
F_max: 0.6 eV Å⁻¹
M: 959.9 Da
gap between HOMO and LUMO: 5.5 eV
multiplicity: 1

```
116
Properties=species:S:1:pos:R:3:lowdin_charge:R:1
Rb -0.016 1.051 0.389 0.5652
N 1.063 1.395 -4.064 -0.1494
P 1.356 2.243 -2.594 1.0307
C 3.130 1.849 -2.250 -0.3487
C 3.569 1.880 -0.930 -0.0902
C 4.911 1.686 -0.615 -0.0572
C 5.822 1.437 -1.627 -0.0847
C 5.394 1.379 -2.951 -0.0956
C 4.058 1.586 -3.259 -0.0950
C 1.632 3.928 -3.285 -0.3445
C 2.169 4.893 -2.428 -0.0893
C 2.362 6.195 -2.860 -0.0812
C 2.015 6.563 -4.156 -0.1073
C 1.457 5.622 -5.006 -0.1038
C 1.259 4.314 -4.569 -0.1025
C 0.583 0.083 -3.979 -0.3890
C 0.610 -0.789 -5.066 -0.0309
C 0.120 -2.071 -4.881 -0.0769
C -0.395 -2.444 -3.651 -0.0867
C -0.397 -1.500 -2.638 -0.1421
N 0.092 -0.268 -2.793 0.0901
H 1.581 1.625 -4.895 0.0754
H 2.860 2.053 -0.126 0.0859
H 5.227 1.703 0.422 0.1007
H 6.865 1.263 -1.386 0.0994
H 6.103 1.170 -3.744 0.0934
H 3.743 1.548 -4.297 0.0927
H 2.420 4.623 -1.408 0.1031
H 2.774 6.930 -2.178 0.1024
H 2.161 7.583 -4.493 0.0927
H 1.163 5.904 -6.010 0.0933
H 0.784 3.603 -5.236 0.0879
H 1.016 -0.469 -6.018 0.0994
H 0.143 -2.779 -5.701 0.1010
H -0.770 -3.443 -3.472 0.0997
H -0.811 -1.733 -1.659 0.0926
C 2.013 -3.453 -0.713 -0.1628
Si 3.456 -2.807 0.288 0.3236
C 4.904 -2.743 -0.931 -0.1873
C 3.937 -4.179 1.504 -0.1866
N 3.011 -1.361 1.008 -0.0436
C 3.727 -0.576 1.821 -0.3598
C 5.104 -0.732 2.173 -0.0637
C 5.779 0.153 3.005 -0.1486
C 5.141 1.259 3.558 -0.1502
C 3.786 1.449 3.264 -0.0443
C 3.144 0.559 2.444 -0.2513
F 1.826 0.783 2.170 -0.1426
H 2.165 -4.493 -1.029 0.0308
H 1.892 -2.844 -1.615 0.0173
H 1.076 -3.399 -0.143 -0.0017
H 5.107 -3.735 -1.357 0.0161
H 5.823 -2.387 -0.447 0.0085
H 4.680 -2.055 -1.755 0.0148
H 4.062 -5.143 0.996 0.0139
H 3.167 -4.296 2.278 0.0194
H 4.880 -3.940 2.014 0.0102
H 5.631 -1.583 1.748 0.0760
H 6.827 -0.025 3.227 0.0837
H 5.669 1.954 4.197 0.0759
H 3.226 2.287 3.663 0.1144
S -0.587 4.890 0.728 0.3725
C -1.079 4.181 2.184 -1.2197
N -0.556 3.149 2.801 -0.0342
C -1.180 2.848 3.997 -0.3504
C -0.798 1.827 4.866 -0.0385
C -1.513 1.622 6.034 -0.1133
C -2.613 2.421 6.354 -0.1266
C -3.001 3.450 5.502 -0.1171
C -2.275 3.661 4.336 -0.5107
S -2.483 4.855 3.092 0.9282
H 0.044 1.197 4.599 0.1104
H -1.226 0.819 6.704 0.0919
H -3.170 2.233 7.264 0.0847
H -3.856 4.073 5.741 0.0941
C -0.086 -2.575 1.918 -0.1683
O -1.082 -1.988 1.096 -0.3351
Si -2.545 -2.718 0.667 0.2487
C -3.016 -3.791 2.151 -0.1641
C -2.124 -3.988 -0.670 -0.1516
C -3.697 -1.461 0.193 -0.4227
Si -4.166 -0.301 1.493 0.3439
C -5.792 -0.725 2.385 -0.1902
C -2.938 -0.194 2.922 -0.1725
C -4.394 1.483 0.897 -0.1733
Si -4.690 -1.605 -1.285 0.3337
C -5.504 -3.305 -1.539 -0.1974
C -3.785 -1.319 -2.924 -0.1877
C -6.155 -0.407 -1.377 -0.1963
H -0.326 -2.436 2.978 0.0860
H 0.878 -2.102 1.710 0.0443
H 0.020 -3.654 1.734 0.0722
H -2.216 -4.484 2.444 0.0200
H -3.909 -4.380 1.911 0.0247
H -3.256 -3.168 3.021 0.0110
H -1.227 -4.558 -0.399 0.0291
H -1.937 -3.497 -1.633 -0.0106
H -2.947 -4.697 -0.814 0.0164
H -5.708 -1.708 2.865 0.0174
H -6.630 -0.771 1.679 0.0004
H -6.034 0.019 3.156 0.0192
H -2.784 -1.171 3.398 0.0181
H -3.303 0.500 3.688 0.0319
H -1.955 0.154 2.602 0.0054
H -5.387 1.632 0.458 0.0096
H -3.656 1.739 0.129 0.0288
H -4.281 2.197 1.724 0.0201
H -4.747 -4.083 -1.699 -0.0021
H -6.180 -3.310 -2.405 0.0137
H -6.081 -3.583 -0.647 0.0225
H -3.117 -2.161 -3.152 0.0029
H -3.165 -0.416 -2.874 0.0248
H -4.486 -1.212 -3.762 0.0202
H -6.766 -0.459 -0.468 0.0076
H -6.796 -0.655 -2.232 0.0176
H -5.821 0.631 -1.493 0.0181
```

***

# 2
A molecular structure, C14H20N2Pd at a distorted geometry. Source: the Open Molecules 2025 dataset; level of theory: wB97M-V/def2-TZVPD.

## Properties
energy relative to the best compared isomer or geometry (same formula, charge and spin): 3.827 eV
net charge: 0
F_max: 3.7 eV Å⁻¹
M: 322.7 Da
gap between HOMO and LUMO (spin up / spin down): 5.1 / 6.8 eV
⟨S²⟩: 2.0120
multiplicity: 3

```
37
Properties=species:S:1:pos:R:3:lowdin_charge:R:1
C 1.404 1.914 1.662 -0.2378
C 2.639 -0.798 0.361 -0.2412
H 1.681 2.350 0.716 -0.0118
H 2.291 1.479 2.037 -0.0109
H 0.717 2.425 2.310 0.0091
H 2.583 -1.612 -0.392 0.0164
H 3.019 0.163 -0.028 0.0095
H 3.200 -1.056 1.267 0.0047
C -0.475 2.862 -0.392 -0.1260
C -1.391 3.505 -1.247 -0.0321
C -2.012 2.723 -2.236 -0.0576
C -1.718 1.369 -2.303 -0.0159
H 0.050 3.450 0.352 0.0968
H -1.597 4.562 -1.125 0.1027
H -2.723 3.163 -2.949 0.1131
H -2.192 0.731 -3.056 0.0976
N -0.206 1.567 -0.471 0.0535
C -0.818 0.785 -1.388 -0.1826
C -0.586 -0.673 -1.366 -0.1682
N 0.171 -1.216 -0.390 0.0036
C 0.336 -2.552 -0.310 -0.1265
C -1.065 -2.912 -2.213 -0.0487
C -0.253 -3.441 -1.200 -0.0382
H 0.973 -2.912 0.489 0.0928
H -0.089 -4.517 -1.080 0.1134
C -1.238 -1.525 -2.294 -0.0011
H -1.889 -1.086 -3.053 0.0964
H -1.577 -3.557 -2.934 0.1112
Pd 1.050 0.074 1.088 0.8659
C 0.907 -1.452 2.493 -0.2387
H 1.639 -2.240 2.308 -0.0085
H -0.100 -1.875 2.455 -0.0029
H 1.095 -0.954 3.451 0.0094
C -0.711 0.298 2.215 -0.2382
H -1.198 1.259 2.031 -0.0122
H -0.529 0.204 3.294 0.0052
H -1.388 -0.502 1.900 -0.0021
```

***

# 3
A molecular structure, C21H36CdCl6F2O22S at a distorted geometry. Source: the Open Molecules 2025 dataset; level of theory: wB97M-V/def2-TZVPD.

## Properties
energy relative to the best compared isomer or geometry (same formula, charge and spin): 3.533 eV
net charge: 0
F_max: 4.5 eV Å⁻¹
M: 1035.7 Da
gap between HOMO and LUMO: 9.3 eV
multiplicity: 1

```
89
Properties=species:S:1:pos:R:3:lowdin_charge:R:1
Cd 2.241 0.874 -1.094 1.4550
S 0.212 -0.625 -0.314 0.2742
O 0.506 -0.007 -1.630 -0.4859
O -0.940 0.079 0.264 -0.3365
O 0.104 -2.071 -0.311 -0.3952
O 1.495 -0.241 0.348 -0.4833
C 1.127 -1.114 -4.281 -0.0502
O 2.168 -0.375 -4.948 0.0407
C 2.782 0.655 -4.351 -0.5610
O 2.597 1.058 -3.217 -0.0031
O 3.561 1.239 -5.230 0.0592
C 4.159 2.459 -4.753 -0.0304
H 1.366 -1.642 -3.360 0.0778
H 0.726 -1.794 -5.029 0.0626
H 0.254 -0.505 -4.043 0.0916
H 3.435 3.240 -4.526 0.0932
H 4.731 2.897 -5.573 0.0983
H 4.912 2.423 -3.967 0.1006
C 2.773 5.157 -1.782 -0.0240
O 1.370 4.957 -1.996 0.0254
C 0.788 3.793 -1.690 -0.5800
O 1.301 2.858 -1.086 0.0065
O -0.431 3.899 -2.118 0.0434
C -1.391 2.797 -1.927 0.0491
H 2.999 5.447 -0.755 0.0967
H 3.102 5.990 -2.399 0.0971
H 3.383 4.272 -1.963 0.0817
H -0.966 1.811 -2.105 0.0747
H -2.090 2.975 -2.741 0.1027
H -1.830 2.921 -0.942 0.0887
C 3.567 -2.403 0.751 -0.0589
O 3.716 -2.928 -0.576 0.0134
C 3.850 -2.053 -1.608 -0.5397
O 3.669 -0.865 -1.585 0.0528
O 4.246 -2.726 -2.697 0.0153
C 3.780 -4.050 -2.898 -0.0399
H 4.439 -1.832 1.087 0.1040
H 3.712 -3.289 1.369 0.0588
H 2.746 -1.798 1.127 0.0607
H 2.701 -4.086 -2.726 0.0788
H 4.348 -4.895 -2.521 0.1035
H 3.695 -4.184 -3.981 0.0992
C -3.827 -1.523 5.306 -0.0286
O -2.504 -0.982 5.307 0.0089
C -1.691 -1.328 4.296 -0.5644
O -1.933 -2.197 3.478 0.0180
O -0.590 -0.606 4.359 0.0302
C 0.308 -0.719 3.278 -0.0529
H -4.310 -0.926 6.078 0.1010
H -3.870 -2.594 5.485 0.1022
H -4.334 -1.254 4.379 0.0733
H -0.248 -0.713 2.343 0.0817
H 0.898 -1.606 3.528 0.0750
H 1.080 0.048 3.341 0.1155
C -3.616 0.777 0.884 -0.1526
C -4.832 0.443 1.773 -0.3158
O -5.791 1.444 1.542 0.1711
C -5.277 2.426 0.819 -0.5734
O -5.817 3.416 0.418 0.1656
O -4.014 2.111 0.494 0.0381
F -4.435 0.471 3.075 0.0534
H -3.557 0.172 -0.016 -0.0387
H -2.741 0.802 1.523 0.1041
H -5.130 -0.582 1.549 0.1092
C -0.721 2.301 2.752 -0.0596
C -1.350 3.616 2.284 -0.2800
O -0.230 4.296 1.787 0.1391
C 0.905 3.755 2.262 -0.5672
O 1.975 4.117 1.887 0.1688
O 0.566 2.784 3.105 0.0942
F -1.904 4.265 3.353 0.0667
H -0.821 1.617 1.904 0.1014
H -1.156 1.835 3.632 0.1452
H -2.155 3.472 1.565 0.1536
C -2.978 -2.370 0.861 -0.9184
Cl -4.071 -1.500 -0.235 0.7050
Cl -3.831 -3.881 1.313 0.5180
H -2.037 -2.623 0.380 -0.0135
H -2.757 -1.768 1.740 0.0110
C 0.696 -3.482 2.355 -1.0196
Cl -0.805 -4.431 2.177 0.5821
Cl 2.004 -4.294 3.184 0.5841
H 0.982 -3.063 1.394 0.0003
H 0.389 -2.624 2.950 -0.0584
C -1.158 -3.394 -2.332 -0.9451
Cl -1.213 -3.591 -4.131 0.5091
Cl -0.162 -4.649 -1.531 0.5491
H -0.675 -2.437 -2.156 -0.0230
H -2.177 -3.347 -1.958 0.0188
```